# 1
Computed, not measured: a cluster of 2 separate species, C29H24F6N2O2S in total at a distorted geometry, with ωB97M-V/def2-TZVPD.

Results
Gap between HOMO and LUMO (eV): 4.1584
Molar mass (g mol⁻¹): 578.578
HOMO level (eV): -6.0
ΔE to the lowest compared entry with this formula, charge and spin (kJ/mol): 149.9
LUMO energy (eV): -1.808

Each line ends with the Mulliken charge.
Positions of all 64 atoms, in Å:
C (4.7017, -4.0303, -1.2998)  -0.958
O (3.4909, -3.2677, -1.0668)  -0.422
C (3.6428, -1.9477, -0.7836)  0.360
C (2.4548, -1.2026, -0.5506)  -0.034
C (2.5699, 0.1273, -0.2275)  0.832
C (3.8502, 0.7332, -0.1320)  0.059
C (5.0228, 0.0330, -0.3803)  -1.367
C (4.9198, -1.3200, -0.7043)  -0.757
N (3.6635, 2.0829, 0.1737)  0.156
C (4.6997, 3.0894, 0.3081)  -0.953
C (2.3322, 2.3499, 0.2962)  -0.860
C (1.5872, 1.1793, 0.0245)  0.506
C (0.1967, 1.0740, -0.0807)  0.080
C (-0.6737, 2.1138, 0.3114)  0.412
C (-0.5185, 3.0276, 1.3703)  -1.418
N (-1.5229, 3.9533, 1.3308)  0.236
C (-1.6867, 5.0245, 2.2935)  -0.967
C (-2.3629, 3.6954, 0.2465)  -0.033
C (-1.8715, 2.5383, -0.4076)  0.277
C (-2.4367, 2.1115, -1.5900)  0.519
C (-3.5453, 2.8367, -2.1028)  0.456
O (-4.1839, 2.4769, -3.2455)  -0.475
C (-3.7234, 1.2793, -3.9159)  -0.673
C (-4.0381, 3.9888, -1.4252)  -0.920
C (-3.4372, 4.4297, -0.2509)  -0.909
H (4.3500, -5.0383, -1.5143)  0.266
H (5.2648, -3.6318, -2.1574)  0.371
H (5.3448, -4.0306, -0.4068)  0.379
H (1.4760, -1.6702, -0.6073)  0.452
H (5.9920, 0.5221, -0.3267)  0.210
H (5.8206, -1.9066, -0.8920)  0.404
H (5.6733, 2.6212, 0.1510)  0.304
H (4.5542, 3.8938, -0.4268)  0.340
H (4.6646, 3.5473, 1.3056)  0.324
H (1.9706, 3.3491, 0.5114)  0.701
H (-0.2213, 0.1771, -0.5351)  0.363
H (0.2517, 3.0443, 2.1332)  0.733
H (-2.5521, 5.6230, 2.0027)  0.288
H (-1.8450, 4.6204, 3.3026)  0.326
H (-0.7919, 5.6598, 2.3270)  0.323
H (-2.0238, 1.2413, -2.1024)  0.412
H (-4.4087, 1.1707, -4.7555)  0.233
H (-2.6904, 1.3995, -4.2739)  0.301
H (-3.7819, 0.4020, -3.2539)  0.257
H (-4.8893, 4.5066, -1.8588)  0.447
H (-3.7814, 5.3206, 0.2683)  0.232
F (0.7802, -6.0487, 2.2717)  -0.270
C (-0.1098, -5.8280, 1.2557)  0.862
F (0.6067, -5.8684, 0.0814)  -0.254
F (-0.9666, -6.8950, 1.2309)  -0.278
C (-0.8331, -4.5102, 1.4117)  0.344
C (-2.1381, -4.3958, 0.9312)  -0.920
C (-2.7989, -3.1742, 1.0613)  0.298
C (-4.2022, -3.0358, 0.5192)  0.871
F (-4.9482, -2.1501, 1.2492)  -0.270
F (-4.1928, -2.5731, -0.7788)  -0.264
F (-4.8806, -4.2235, 0.5080)  -0.277
C (-2.1818, -2.0834, 1.6454)  -0.902
C (-0.8447, -2.1782, 2.1343)  0.121
S (-0.0985, -0.8678, 2.8248)  -0.420
C (-0.1855, -3.4367, 1.9944)  -0.898
H (-2.6329, -5.2412, 0.4782)  0.452
H (-2.7106, -1.1432, 1.7415)  0.503
H (0.8290, -3.5443, 2.3576)  0.489

# 2
Computed, not measured: a structure of composition C27H35MgN8O6S, with ωB97M-V/def2-TZVPD.

Results
Gap between HOMO and LUMO (eV): 6.7755
Molar mass (g mol⁻¹): 623.999
HOMO level (eV): -5.1
Charge: -1
ΔE to the lowest compared entry with this formula, charge and spin (kJ/mol): 29.9
LUMO energy (eV): 1.644

Each line ends with the Mulliken charge.
Positions of all 78 atoms, in Å:
Mg (0.2784, -1.1359, 2.0583)  1.175
O (-2.2352, -4.1695, 6.4915)  -0.555
C (-1.8041, -3.3214, 5.5127)  1.145
C (-0.9425, -2.2645, 5.7990)  -0.613
C (-0.5491, -1.4630, 4.7441)  -0.067
N (-1.0042, -1.6965, 3.5284)  0.277
C (-1.7967, -2.7097, 3.2311)  0.479
C (-2.2500, -3.5652, 4.2144)  -0.770
C (-2.0800, -2.7717, 1.7241)  -0.021
O (-3.0703, -3.4168, 1.3457)  -0.802
O (-1.2992, -2.0704, 1.0091)  -0.657
C (0.4639, -0.3005, 4.7848)  0.322
O (0.8247, 0.1055, 5.8869)  -0.776
O (0.8011, 0.1164, 3.6257)  -0.831
H (-1.8198, -3.9130, 7.3208)  0.291
H (-0.5694, -2.0703, 6.7977)  0.411
H (-2.9035, -4.3948, 3.9870)  0.564
C (2.3345, -3.2355, 0.0006)  -1.587
C (2.6531, -2.9826, 1.4861)  1.998
C (3.1554, -4.3039, 2.0921)  -1.978
C (3.7722, -1.9363, 1.6308)  -1.527
O (1.5202, -2.5817, 2.1586)  -0.377
H (3.2260, -3.4827, -0.5875)  0.446
H (1.8509, -2.3624, -0.4436)  0.142
H (1.6211, -4.0583, -0.0777)  0.369
H (4.0684, -4.6672, 1.6070)  0.388
H (2.3771, -5.0642, 1.9952)  0.403
H (3.3561, -4.1551, 3.1553)  0.384
H (4.6591, -2.1848, 1.0356)  0.424
H (4.0630, -1.8660, 2.6813)  0.376
H (3.4151, -0.9485, 1.3355)  0.231
C (-3.4905, -2.5556, -1.8811)  -0.876
C (-4.2797, -1.3787, -1.3183)  -0.650
N (-3.7517, -0.8942, -0.0545)  -0.003
C (-3.2610, 0.3053, 0.2401)  0.359
S (-3.0571, 0.8379, 1.8251)  -0.424
N (-2.9496, 1.1498, -0.8044)  -0.266
C (-2.0855, 0.7500, -1.9173)  1.272
C (-2.5154, 1.3877, -3.2269)  -1.383
H (-4.0671, -3.0444, -2.6703)  0.408
H (-3.2886, -3.2705, -1.0832)  0.187
H (-2.5288, -2.2541, -2.2983)  0.249
H (-5.3070, -1.7070, -1.1335)  0.426
H (-4.3420, -0.5419, -2.0128)  0.275
H (-3.7726, -1.5627, 0.7067)  0.178
H (-2.7485, 2.0714, -0.4508)  0.357
H (-2.0940, -0.3331, -1.9895)  -0.352
H (-1.0500, 1.0265, -1.6835)  -0.480
H (-3.5403, 1.1049, -3.4761)  0.334
H (-1.8577, 1.0737, -4.0407)  0.321
H (-2.4708, 2.4762, -3.1671)  0.270
C (-0.1186, 2.6698, 1.3105)  -1.438
C (0.8052, 1.9673, 0.3849)  0.630
N (1.1447, 0.7013, 0.4416)  0.345
C (2.0892, 0.5057, -0.5455)  -0.830
C (2.3240, 1.6661, -1.2040)  -0.728
N (1.5094, 2.6063, -0.5964)  0.302
C (1.4097, 3.9984, -0.9382)  -1.256
N (0.9693, 4.2144, -2.2962)  0.781
N (-0.3528, 4.2597, -2.5737)  -0.464
N (-0.5252, 4.3133, -3.8377)  -0.658
C (0.7137, 4.2849, -4.4456)  0.021
C (1.0650, 4.3071, -5.7993)  -0.670
C (2.4049, 4.2598, -6.0999)  -0.556
C (3.3853, 4.2007, -5.0847)  -0.621
C (3.0543, 4.1780, -3.7506)  -0.661
C (1.6864, 4.2119, -3.4547)  1.423
H (-0.6461, 1.9374, 1.9125)  -0.243
H (-0.8636, 3.2633, 0.7763)  0.407
H (0.4369, 3.3318, 1.9797)  0.467
H (2.5483, -0.4528, -0.7088)  0.515
H (2.9787, 1.9112, -2.0222)  0.462
H (2.3703, 4.4974, -0.8109)  0.267
H (0.6820, 4.4664, -0.2835)  0.445
H (0.3044, 4.3555, -6.5668)  0.438
H (2.7240, 4.2658, -7.1336)  0.369
H (4.4295, 4.1701, -5.3680)  0.369
H (3.8127, 4.1384, -2.9796)  0.418

# 3
Computed, not measured: a cluster of 2 separate species, C3H5NO4 in total at a distorted geometry, with ωB97M-V/def2-TZVPD.

Results
Gap between HOMO and LUMO (eV): 10.2725
SMILES string: NC(=O)C=C=O.OO
Molar mass (g mol⁻¹): 119.076
HOMO level (eV): -9.7
ΔE to the lowest compared entry with this formula, charge and spin (kJ/mol): 440.2
LUMO energy (eV): 0.585

Each line ends with the Mulliken charge.
Positions of all 13 atoms, in Å:
C (-0.0563, 0.3802, 0.0520)  -0.813
C (-1.3385, 1.1890, 0.4342)  0.530
C (-0.5022, -0.8148, 0.2843)  0.779
N (-2.4415, 0.8368, -0.2646)  -0.375
O (2.3089, -1.4355, -0.4561)  -0.360
O (3.3167, -0.5771, 0.0665)  -0.322
O (-1.3093, 2.0541, 1.2679)  -0.558
O (-1.0716, -1.8315, 0.3352)  -0.408
H (4.0509, -1.1978, 0.2002)  0.323
H (-2.4334, 0.1150, -0.9622)  0.195
H (-3.2927, 1.3539, -0.1090)  0.223
H (0.8948, 0.8172, 0.2735)  0.418
H (1.8743, -0.8895, -1.1219)  0.367

# 4
Computed, not measured: an isolated molecule of C4H4O2S at a distorted geometry, with ωB97M-V/def2-TZVPD.

Results
Gap between HOMO and LUMO (eV): 8.5929
SMILES string: O=C/C=C\SC=O
Molar mass (g mol⁻¹): 116.141
HOMO level (eV): -9.2
ΔE to the lowest compared entry with this formula, charge and spin (kJ/mol): 178.7
LUMO energy (eV): -0.594

Each line ends with the Mulliken charge.
Positions of all 11 atoms, in Å:
C (1.6668, -0.9233, -0.0834)  0.115
C (0.1511, 1.3547, 0.2125)  -0.217
C (-1.0560, 0.7884, 0.2550)  -0.361
C (-1.3215, -0.5019, -0.3228)  0.095
H (2.0898, -1.6561, -0.8058)  0.314
H (0.4013, 2.2505, 0.7967)  0.381
H (-1.8448, 1.3262, 0.7403)  0.337
H (-2.2348, -1.0451, -0.0107)  0.349
O (1.2448, -1.1945, 1.0023)  -0.414
O (-0.6102, -1.1173, -1.0730)  -0.463
S (1.5134, 0.7183, -0.7111)  -0.135

Which of these has the lowest LUMO energy?
C29H24F6N2O2S